# 1
Entry from the OMol25 dataset: a 2-piece molecular cluster, C26H23Br2N4O4 overall at a distorted geometry (the ωB97M-V functional and the def2-TZVPD basis).

Last column: natural (NBO) charge in e.
Positions of all 59 atoms, in Å:
C  -2.459  -6.388  -0.738  -0.339
C  -1.423  -5.920  -1.419  0.003
C  -0.193  -5.136  -2.157  -0.457
C  0.793  -4.642  -0.974  -0.399
C  1.068  -3.039  -0.958  -0.456
C  -0.199  -2.190  -0.363  0.199
N  -1.445  -2.909  -0.250  -0.415
C  -2.448  -1.979  0.246  0.117
C  -3.941  -2.563  0.401  -0.251
C  -5.155  -1.676  0.889  -0.232
C  -4.942  -0.146  1.254  0.146
N  -6.130  0.643  1.675  -0.666
C  -6.784  0.913  0.516  0.620
C  -6.419  2.191  -0.427  -0.743
C  -7.970  -0.055  -0.060  -0.742
C  -3.480  0.439  1.117  -0.109
C  -3.160  2.007  1.461  0.722
O  -3.706  3.000  0.846  -0.729
O  -2.193  2.276  2.462  -0.781
C  -2.250  -0.466  0.615  0.210
N  -0.962  0.191  0.489  -0.330
C  0.074  -0.682  -0.009  0.092
C  1.536  -0.012  -0.227  -0.147
Br  3.170  -0.506  0.778  0.052
C  1.614  1.035  -1.203  -0.012
C  0.385  1.604  -2.081  -0.673
Br  3.392  1.925  -1.517  0.003
H  -3.145  -6.607  0.171  0.267
H  0.302  -5.829  -2.927  0.231
H  -0.688  -4.243  -2.693  0.247
H  1.828  -5.144  -1.183  0.207
H  0.445  -5.041  0.049  0.245
H  1.377  -2.605  -1.976  0.226
H  1.977  -2.890  -0.240  0.237
H  -4.159  -3.652  0.120  0.226
H  -6.230  -2.101  0.973  0.221
H  -5.353  1.991  -0.857  0.292
H  -7.142  2.222  -1.342  0.190
H  -6.433  3.177  0.170  0.279
H  -8.419  -0.738  0.755  0.236
H  -7.520  -0.706  -0.909  0.251
H  -8.765  0.633  -0.528  0.222
H  0.734  1.814  -3.155  0.227
H  -0.542  0.927  -2.094  0.256
H  0.051  2.591  -1.554  0.265
C  5.980  2.999  2.264  -0.171
C  7.000  3.778  2.807  -0.214
C  8.112  4.105  2.037  -0.213
C  8.191  3.650  0.719  0.077
C  7.176  2.864  0.173  -0.209
C  6.068  2.540  0.952  -0.211
N  9.348  4.013  -0.103  0.512
O  10.230  4.690  0.417  -0.385
O  9.368  3.623  -1.266  -0.379
H  5.110  2.751  2.866  0.229
H  6.925  4.132  3.830  0.221
H  8.899  4.712  2.472  0.244
H  7.230  2.501  -0.848  0.247
H  5.271  1.931  0.536  0.243

The spin multiplicity is 1. For the orbital gap, the calculation gives 5.192 eV. Its total charge is -1. Its total energy is -6671.9872 a.u. The value obtained for the max |F| is 6.92 eV Å⁻¹. As for the energy above the lowest of the compared OMol25 structures with the same formula, charge and spin: 277.6 kcal per mole.

---

# 2
Entry from the OMol25 dataset: C26H23FeNO5 as an isolated structure at a distorted geometry (the ωB97M-V functional and the def2-TZVPD basis).

Last column: natural (NBO) charge in e.
Positions of all 56 atoms, in Å:
O  3.858  -2.212  -1.880  -0.506
C  3.491  -1.160  -2.220  0.539
Fe  3.282  0.493  -2.718  0.048
C  4.325  1.193  -1.448  0.510
O  5.163  1.325  -0.650  -0.471
C  4.475  0.368  -3.954  0.524
O  5.497  0.142  -4.462  -0.484
C  0.389  0.651  -1.183  -0.149
C  0.271  -0.385  -2.242  -0.493
C  1.344  -0.177  -3.305  -0.275
C  1.588  1.157  -3.729  -0.297
C  1.743  2.070  -2.651  -0.302
C  1.258  1.696  -1.360  -0.240
H  0.142  0.384  -0.171  0.219
H  0.383  -1.381  -1.783  0.221
H  -0.737  -0.402  -2.714  0.219
H  1.406  -1.012  -4.009  0.222
H  1.753  1.435  -4.772  0.242
H  2.128  3.080  -2.806  0.235
H  1.590  2.281  -0.489  0.231
C  -4.055  1.021  -3.713  -0.625
C  -3.068  1.777  -2.858  -0.073
O  -2.962  1.016  -1.630  -0.528
C  -2.138  1.550  -0.679  0.728
C  -1.890  0.512  0.355  -0.038
N  -1.237  0.730  1.468  -0.421
C  -0.713  -0.196  2.276  0.206
C  -0.062  0.316  3.481  -0.026
C  0.826  -0.444  4.281  -0.208
C  1.293  0.069  5.495  -0.224
C  0.946  1.369  5.894  -0.196
C  0.170  2.172  5.041  -0.217
C  -0.303  1.657  3.832  -0.178
C  -0.796  -1.637  1.971  -0.044
C  -0.843  -2.598  3.014  -0.196
C  -0.960  -3.961  2.732  -0.218
C  -1.095  -4.410  1.410  -0.194
C  -1.102  -3.472  0.370  -0.205
C  -0.940  -2.113  0.650  -0.220
O  -1.714  2.686  -0.668  -0.570
H  -4.091  1.473  -4.702  0.215
H  -3.781  -0.035  -3.827  0.214
H  -5.063  1.071  -3.287  0.215
H  -2.073  1.812  -3.338  0.185
H  -3.425  2.793  -2.627  0.200
H  -2.606  -0.323  0.286  0.194
H  1.150  -1.431  3.944  0.222
H  1.928  -0.551  6.133  0.218
H  1.287  1.755  6.860  0.217
H  -0.065  3.200  5.313  0.218
H  -0.881  2.272  3.141  0.244
H  -0.786  -2.265  4.052  0.227
H  -0.930  -4.679  3.552  0.220
H  -1.212  -5.476  1.190  0.220
H  -1.239  -3.782  -0.670  0.218
H  -0.917  -1.425  -0.195  0.228

The spin multiplicity is 5. For the orbital gap (spin up / spin down), the calculation gives 5.747 / 6.983 eV. Its total energy is -2699.0200 a.u. The value obtained for the max |F| is 5.31 eV Å⁻¹. As for the energy above the lowest of the compared OMol25 structures with the same formula, charge and spin: 0.0 kcal per mole.

---

# 3
Entry from the OMol25 dataset: C26H23MgN3P as an isolated structure (the ωB97M-V functional and the def2-TZVPD basis).

Last column: natural (NBO) charge in e.
Positions of all 54 atoms, in Å:
Mg  -0.316  0.616  -0.072  1.670
C  -1.326  -3.570  -1.034  -0.278
C  -1.439  -2.256  -0.571  0.080
N  -0.515  -1.341  -0.783  -0.645
C  0.622  -1.657  -1.480  0.206
C  0.816  -2.969  -1.971  -0.099
C  -0.199  -3.919  -1.726  -0.083
C  1.984  -3.290  -2.696  -0.229
C  2.915  -2.316  -2.906  -0.163
C  2.738  -1.008  -2.417  -0.251
C  1.608  -0.623  -1.717  0.161
N  1.310  0.621  -1.195  -0.878
C  1.580  1.846  -1.771  0.164
C  2.685  2.217  -2.515  -0.260
C  2.830  3.506  -3.060  -0.161
C  1.889  4.474  -2.868  -0.222
C  0.742  4.165  -2.105  -0.091
C  -0.283  5.108  -1.879  -0.090
C  -1.391  4.768  -1.154  -0.274
C  -1.473  3.472  -0.639  0.071
N  -0.536  2.563  -0.824  -0.638
C  0.582  2.872  -1.555  0.205
H  -2.118  -4.278  -0.836  0.237
H  -2.308  -1.952  0.002  0.202
H  -0.067  -4.927  -2.101  0.228
H  2.119  -4.297  -3.067  0.223
H  3.821  -2.543  -3.451  0.226
H  3.535  -0.305  -2.581  0.214
H  3.487  1.518  -2.676  0.215
H  3.720  3.724  -3.636  0.226
H  2.000  5.467  -3.282  0.222
H  -0.175  6.102  -2.295  0.230
H  -2.193  5.470  -0.974  0.238
H  -2.336  3.171  -0.054  0.193
C  0.698  0.787  3.537  -0.928
P  -0.742  0.491  2.470  0.708
C  -2.061  1.477  3.236  -0.938
C  -1.245  -1.235  2.723  -0.275
C  -0.283  -2.234  2.565  -0.240
C  -0.631  -3.569  2.674  -0.184
C  -1.952  -3.923  2.923  -0.194
C  -2.916  -2.937  3.070  -0.199
C  -2.566  -1.596  2.976  -0.243
H  1.536  0.169  3.219  0.254
H  0.464  0.563  4.578  0.251
H  0.993  1.832  3.448  0.255
H  -2.277  1.121  4.243  0.252
H  -2.963  1.434  2.628  0.245
H  -1.736  2.516  3.294  0.257
H  0.749  -1.972  2.353  0.218
H  0.125  -4.334  2.559  0.230
H  -2.227  -4.966  3.007  0.230
H  -3.943  -3.209  3.272  0.230
H  -3.331  -0.842  3.111  0.219

The spin multiplicity is 1. For the orbital gap, the calculation gives 6.998 eV. Its total charge is +1. Its total energy is -1710.2309 a.u. The value obtained for the max |F| is 0.37 eV Å⁻¹. As for the energy above the lowest of the compared OMol25 structures with the same formula, charge and spin: 2.9 kcal per mole.